Entry one
This record from OMol25 describes a 3-piece molecular cluster, C3H10O3S overall. The level of theory is ωB97M-V/def2-TZVPD.

Geometry as XYZ:
```
17
C3H10O3S, DFT ωB97M-V/def2-TZVPD
C 0.2434 0.2640 -0.5574
S -1.8121 -1.3522 0.3351
H 0.5800 -0.5782 -1.1589
O 2.4760 -1.8632 0.3793
H -3.3496 1.5847 -1.5300
H -0.4856 0.8645 -1.1054
H 2.7683 -0.9945 0.1071
H -2.1748 -1.5710 1.5993
H 0.3361 -0.8383 1.2742
H -3.0064 0.8348 -0.2670
O 2.5557 0.8409 -0.5599
O -2.8735 1.6758 -0.7112
H -0.7465 0.5576 1.3441
C 1.4240 1.1395 -0.2747
C -0.4003 -0.2637 0.7177
H 3.2388 -2.4133 0.2029
H 1.2267 2.1125 0.2049
```

The calculation puts the HOMO energy at -9.507 eV. As for the spin multiplicity: 1. The gap between HOMO and LUMO comes out at 10.1845 eV. Its SMILES is O=CCCS.O.O.

Entry two
This record from OMol25 describes a 3-piece molecular cluster, C3H10O3S overall. The level of theory is ωB97M-V/def2-TZVPD.

Geometry as XYZ:
```
17
C3H10O3S, DFT ωB97M-V/def2-TZVPD
H 5.0664 3.9575 3.2466
O -0.5864 -1.8090 -2.6513
H -2.8723 -2.7814 -0.3857
H 0.8134 -0.3933 0.1944
C 0.3146 -1.4896 -1.7756
H -0.6515 1.7584 0.9473
H 1.3816 -1.5099 -2.0579
C -0.0509 -0.7092 -0.4954
O 4.2519 4.3773 3.1591
H -0.5102 -1.3959 0.1569
H -1.5845 0.2137 -1.6521
C -0.7891 0.5026 -0.8718
H -0.2415 1.3513 -1.2589
H 3.8543 3.6901 2.6614
O -2.8633 -3.6105 0.0669
H -3.8187 -3.6479 0.3774
S -1.7138 1.4958 0.3387
```

The calculation puts the HOMO energy at -9.399 eV. As for the spin multiplicity: 1. The gap between HOMO and LUMO comes out at 9.5457 eV. Its SMILES is O=CCCS.O.O.

Most stable structure: entry one

Entry one
This record from OMol25 describes an isolated ion of composition C9H18N3 and charge +1. The level of theory is ωB97M-V/def2-TZVPD.

Geometry as XYZ:
```
30
C9H18N3, DFT ωB97M-V/def2-TZVPD
H -3.7785 0.5428 2.7415
H 1.0504 2.1567 0.9961
C -1.3715 0.1968 0.3167
H 0.5752 1.6937 -0.6101
H -1.3233 0.6282 -0.6823
N 0.0246 -2.6192 -1.5977
H -1.6441 -0.8494 0.2099
H 3.3580 -0.8747 -0.8062
H 2.9798 0.4050 -1.9217
H -0.1327 0.6050 2.0328
C -0.0027 0.2923 1.0087
H 0.5050 -0.6669 1.0520
H 3.0013 1.6617 -0.0872
H -1.1788 -1.7049 -2.9920
C -2.7796 0.3040 2.4123
H -2.0573 0.6413 3.1438
H -2.1836 1.9831 1.1488
C -2.4857 0.9442 1.0588
N 1.4353 -0.9349 -1.4895
C 2.3800 0.7982 0.1171
N -0.3411 -1.6069 -2.4389
C 2.6011 -0.1548 -1.0784
H -2.6702 -0.7714 2.3552
H -3.3488 0.9190 0.4023
H 1.6265 -2.7748 -0.3200
H 0.4185 0.3098 -2.9108
C 0.4937 -0.6078 -2.3658
C 0.9584 1.3080 0.3317
H 2.7890 0.3606 1.0164
C 1.1011 -2.1848 -1.0434
```

The calculation puts the HOMO energy at -14.138 eV. As for the spin multiplicity: 1. As for the net charge: +1. The gap between HOMO and LUMO comes out at 10.7355 eV. Its SMILES is CCCCCCCn1cn[nH+]c1.

Entry two
This record from OMol25 describes a 2-piece molecular cluster, C9H18N3 overall. The level of theory is ωB97M-V/def2-TZVPD.

Geometry as XYZ:
```
30
C9H18N3, DFT ωB97M-V/def2-TZVPD
H -2.7045 -1.4674 -1.8287
H -2.5495 2.7506 0.5741
H 3.5880 1.1830 1.0626
C 0.9789 -0.3031 0.0578
H -0.2850 -3.1703 1.1733
C 0.1505 -2.5536 0.3969
C 3.1715 -1.2296 0.4159
C 2.9301 1.1879 0.1914
C -2.7250 1.9191 1.2568
H -4.3194 -1.6400 -1.1319
C -3.0757 -0.3169 -0.1165
H 0.2556 2.6435 -0.7329
H -0.5190 1.7050 -2.0095
H -0.9048 0.3473 -0.2082
N 2.2954 -0.1156 0.0916
N 0.0828 0.5690 -0.3954
H 2.1965 1.9737 0.3323
N 0.4593 -1.3799 0.6933
H 0.3012 -3.0046 -0.5852
C 0.2897 1.6971 -1.2774
H 1.2353 1.6130 -1.8078
C -2.8712 0.6863 0.5124
H 2.8441 -2.1403 -0.0825
H 3.5332 1.3965 -0.6940
C -3.2636 -1.5236 -0.8939
H -1.8971 1.8490 1.9614
H -3.6396 2.1178 1.8125
H 3.2054 -1.4070 1.4962
H -2.9361 -2.3975 -0.3302
H 4.1728 -0.9893 0.0657
```

The calculation puts the HOMO energy at -12.791 eV. As for the spin multiplicity: 1. As for the net charge: +1. The gap between HOMO and LUMO comes out at 9.6221 eV.

Most stable structure: entry one

Entry one
This record from OMol25 describes one molecule with the formula C5H12NO. The level of theory is ωB97M-V/def2-TZVPD.

Geometry as XYZ:
```
19
C5H12NO, DFT ωB97M-V/def2-TZVPD
H 0.3975 1.9563 -2.7607
N 0.5880 0.7022 -1.0803
H 0.4269 -2.4208 -0.5106
O -1.3193 1.1719 0.9252
C -0.9110 -1.1742 0.7793
C -1.1000 -0.0440 1.7461
H -2.1012 1.6590 1.2717
H -1.1490 -2.1013 1.3461
H -1.9852 -0.2044 2.3718
H -1.4656 -1.0273 -0.1777
H 1.8421 0.7662 -2.7984
C 1.3528 -0.4017 -0.4683
H -0.2827 0.0275 2.4930
C 1.0071 1.2494 -2.2532
H -0.0871 1.2756 -0.3149
H 1.0906 -1.7925 1.0699
H 1.9689 0.0682 0.2862
H 1.9890 -0.7854 -1.2778
C 0.5383 -1.5294 0.1376
```

The calculation puts the HOMO energy (spin up / spin down) at -5.245 / -9.381 eV. As for the spin multiplicity: 2. As for the expectation value of S²: 0.753. The gap between HOMO and LUMO (spin up / spin down) comes out at 5.8958 / 10.0327 eV.

Entry two
This record from OMol25 describes one molecule with the formula C5H12NO. The level of theory is ωB97M-V/def2-TZVPD.

Geometry as XYZ:
```
19
C5H12NO, DFT ωB97M-V/def2-TZVPD
C 0.3626 0.1318 0.5463
O 0.2596 -3.8159 0.8473
N -0.5087 1.5863 -1.4586
H -1.2837 -0.3629 -0.8598
H -1.1146 -2.1732 0.5825
C -0.5297 2.5973 -0.4246
H 0.3305 -2.4587 -0.6284
H -0.3664 0.5614 1.1815
H 0.3225 1.4650 -1.9465
H 1.7573 -1.4557 0.6664
C -0.3063 0.1390 -0.9156
C 0.7719 -1.3483 1.1270
H 0.5061 -0.5052 -1.5051
H -0.3801 3.7819 -0.8781
H -1.6164 2.7281 -0.1786
H 0.6124 -1.4390 2.1845
C -0.0375 -2.5476 0.4122
H -0.0239 2.3450 0.5310
H 1.2443 0.7706 0.7165
```

The calculation puts the HOMO energy (spin up / spin down) at -9.355 / -9.353 eV. As for the spin multiplicity: 2. As for the expectation value of S²: 0.755. The gap between HOMO and LUMO (spin up / spin down) comes out at 10.1804 / 7.8182 eV.

Entry three
This record from OMol25 describes a 2-piece molecular cluster, C5H12NO overall. The level of theory is ωB97M-V/def2-TZVPD.

Geometry as XYZ:
```
19
C5H12NO, DFT ωB97M-V/def2-TZVPD
C -2.0613 0.5019 -1.3556
H 4.0106 -1.3136 0.2665
H -0.5083 -1.1614 2.3743
N 0.1639 0.7489 0.7813
H 0.1608 0.8577 1.7809
H -1.7605 1.5397 -1.2075
H -0.1405 -0.3554 -1.6647
H -2.9132 0.4199 -0.6675
C -0.5377 -0.4057 0.4212
C -0.9878 -0.5256 -1.0068
H -1.4667 -1.4989 -1.0460
H 0.7225 1.5465 -1.1434
C 0.7924 1.6000 -0.0794
H 1.4477 2.3364 0.3550
H -2.4446 0.3088 -2.3390
O 3.6072 -0.4959 0.5736
H 3.9073 -0.4558 1.4922
C -0.7333 -1.3639 1.3306
H -1.2586 -2.2834 1.1341
```

The calculation puts the HOMO energy (spin up / spin down) at -5.856 / -8.537 eV. As for the spin multiplicity: 2. As for the expectation value of S²: 0.760. The gap between HOMO and LUMO (spin up / spin down) comes out at 6.7000 / 9.3400 eV.

Entry four
This record from OMol25 describes one molecule with the formula C5H12NO. The level of theory is ωB97M-V/def2-TZVPD.

Geometry as XYZ:
```
19
C5H12NO, DFT ωB97M-V/def2-TZVPD
C 0.3030 1.7105 1.0392
H 1.7264 -0.7561 0.9236
H 0.3315 1.9768 -1.5872
N -0.3157 -0.6634 0.5288
O -0.4920 2.7856 0.9727
H -1.2731 1.0220 -0.1842
H 0.8686 -2.3460 0.8715
H 1.3504 1.9083 0.7390
H -2.2833 -0.8486 -0.1282
H 0.3068 1.1961 2.0172
C -1.4079 -1.4678 -0.0008
C 0.9501 -1.3560 0.4300
H 1.2925 -1.4659 -0.6103
C -0.2532 0.6569 -0.0184
H -1.1468 -2.0237 -0.9072
H -1.7519 -2.1896 0.7528
H 1.4703 0.7377 -1.3610
H -0.0664 0.2148 -2.0879
C 0.3909 0.9084 -1.3898
```

The calculation puts the HOMO energy (spin up / spin down) at -8.782 / -8.857 eV. As for the spin multiplicity: 2. As for the expectation value of S²: 0.755. The gap between HOMO and LUMO (spin up / spin down) comes out at 9.7457 / 7.5844 eV.

Most stable structure: entry three